# 1
Formula: C19H58O17
Source: OMol25
Level of theory: ωB97M-V with the def2-TZVPD basis set

```
94
Properties=species:S:1:pos:R:3
C 1.28 0.88 -7.46
H 1.86 -4.29 -2.97
O 2.49 -4.61 -3.62
H -6.20 -4.30 -3.75
H 4.08 -6.58 -2.51
H 0.43 -1.09 -6.99
O 3.43 5.70 3.64
H 4.41 0.17 9.16
H 6.68 3.01 -1.08
C 0.50 -6.31 4.29
O -4.08 3.12 -4.44
H 3.93 1.34 7.35
H -6.54 -3.67 -5.27
C -4.72 -3.06 -4.98
H 3.69 -7.61 -3.92
H -4.68 -3.53 -5.96
H -3.42 0.89 4.34
C 1.31 6.43 2.80
H 1.70 -6.33 -2.71
H -4.67 -1.99 -5.19
H 1.42 0.22 1.31
H -6.34 1.63 4.05
H 1.76 -6.13 -4.53
C -4.20 1.48 3.86
H -3.86 4.28 -2.70
O -6.87 -2.33 -3.68
H 4.39 -5.97 -4.13
H 6.15 0.28 -1.03
H -4.86 2.19 2.12
C -5.54 1.00 4.42
H -6.47 0.90 6.12
O 1.10 -0.82 -9.01
O 0.58 6.38 4.07
O 0.03 -0.76 0.22
H 0.79 -5.85 6.32
H -3.99 5.09 -4.21
O 3.60 0.69 9.20
C -6.10 -3.38 -4.32
C -5.95 4.21 -3.39
C 3.71 -6.59 -3.54
C 6.45 0.59 -2.03
H -5.66 -0.05 4.14
H 0.79 -1.21 2.21
H -3.82 -2.59 -3.34
H -6.27 5.13 -2.90
H -6.38 4.04 -4.37
O -6.35 3.19 -2.52
O 2.07 3.11 7.94
C 1.90 1.71 7.79
H -0.31 -6.49 3.58
H 3.26 7.07 2.24
H -4.01 2.47 4.26
H 1.14 5.77 4.56
H 0.85 0.62 -5.51
H 2.68 7.68 3.75
H -3.23 3.33 -4.83
C 3.13 0.84 7.89
H -0.62 -0.08 0.42
O 7.54 2.62 -1.24
C 2.69 6.78 3.12
H 8.51 1.17 -2.25
C -4.37 4.22 -3.66
H 1.04 -7.24 4.44
H 0.97 1.78 -7.99
C 0.47 -0.42 -7.85
H 1.24 -5.60 3.93
H 1.20 5.50 2.23
H 5.74 -1.04 -2.83
O 1.10 1.34 -6.09
H -0.53 -0.13 -8.18
H 1.14 1.31 8.47
H 2.99 -0.21 7.61
H -0.64 -6.98 5.91
C 1.01 -0.78 1.23
H 0.91 7.18 2.12
H -7.81 -2.50 -3.73
H 3.05 5.47 4.49
H -1.26 -4.80 6.51
H 5.50 1.05 -2.28
C 2.28 -6.02 -3.58
H 2.12 3.38 8.86
O -5.56 1.10 5.87
H 1.51 1.56 6.78
C 7.53 1.65 -2.24
O 6.53 -0.49 -2.86
O -3.71 -3.26 -4.02
O -4.04 1.86 2.50
H 2.35 0.70 -7.50
O -0.92 -5.01 5.64
H 7.44 1.99 -3.27
H 2.04 -0.87 -8.83
H -6.30 2.37 -3.03
C -0.03 -6.12 5.65
H 1.85 -1.38 0.87
```

HOMO energy	-9.9	eV
E	-55441.490	eV
SMILES string	OCCO.OCCO.OCCO.OCCO.OCCO.OCCO.OCCO.CCO.CCO.CO
strongest force on any atom	3.551	eV Å⁻¹
relative energy (zero: lowest compared OMol25 entry of this formula, charge and spin)	123.42	kcal/mol

---

# 2
Formula: C22H47N4O7PS
Source: OMol25
Level of theory: ωB97M-V with the def2-TZVPD basis set

```
82
Properties=species:S:1:pos:R:3
C 0.82 -1.05 -5.46
O 3.07 5.32 3.14
N 1.95 -0.49 -4.74
H -2.34 -7.79 -1.05
O 1.86 1.74 1.10
H -2.71 -9.79 -2.35
H -1.11 5.44 4.46
C -2.04 -7.76 -2.10
C 2.41 4.45 2.70
C 1.12 4.75 1.96
C -0.24 -6.89 -3.53
H -0.54 7.50 5.47
H 3.93 0.07 -4.95
H 0.13 -7.89 -3.76
C 1.89 -0.73 -3.31
O -0.79 5.32 -0.62
H -1.66 4.92 -0.46
O 0.36 5.75 2.37
H -1.48 4.62 8.77
H -3.02 -5.14 -2.27
H 1.82 5.57 -1.20
H 3.93 -0.20 -2.75
H 3.83 -2.46 -4.23
N -0.86 -6.93 -2.22
C 1.19 3.97 0.89
H 2.76 -0.08 -1.45
H 0.84 -0.69 -6.49
H -0.34 -2.84 -5.82
O 3.02 3.31 2.21
H 2.79 1.15 -2.71
C -1.81 -9.20 -2.54
H -1.56 1.66 6.00
H -2.46 6.06 8.47
C -1.65 5.65 5.39
H 4.98 -1.96 -5.46
H -1.73 -4.18 -3.02
C -0.86 6.72 6.16
C -0.97 2.19 6.75
C 3.91 -2.05 -5.24
H -1.49 2.13 7.70
C 2.13 2.86 1.24
H -2.60 6.08 5.06
H -2.22 -3.86 -1.37
H -3.77 4.96 6.75
H -0.62 -6.74 -5.65
C -2.05 -4.66 -2.10
S -0.26 2.48 -1.46
H -2.10 -6.85 -4.71
H -1.48 7.20 6.92
H -0.09 -0.62 -5.03
H 3.17 -0.41 -6.42
H 3.50 -2.77 -5.94
H -1.23 -5.83 -0.51
H -3.18 4.65 9.23
H 0.77 -3.01 -4.48
H -3.26 3.39 7.26
H -0.99 -9.65 -1.99
C -1.00 -5.64 -1.56
H -2.90 -7.36 -2.66
H -1.59 -9.27 -3.61
C 2.91 0.08 -2.52
N 0.07 6.85 1.48
O 1.42 4.79 -1.60
H -0.03 -5.14 -1.55
O -0.26 7.71 2.12
P 0.27 4.13 -0.68
H -0.02 1.66 6.86
N -1.91 4.38 6.04
C 3.25 -0.67 -5.36
C -1.09 -6.43 -4.72
H -1.18 -5.34 -4.75
C -2.90 4.41 7.10
C 0.66 -2.57 -5.47
H -0.10 3.59 5.40
H 1.36 -3.05 -6.14
H 0.03 6.31 6.64
H 0.90 -0.44 -2.96
H 0.66 -6.28 -3.47
C -0.70 3.63 6.32
H -0.07 4.11 7.08
H 2.02 -1.79 -3.06
C -2.47 4.97 8.47
```

HOMO energy	-7.9	eV
E	-63989.991	eV
SMILES string	O=NOC1=C(P(O)(O)=S)C(=O)OC1=O.CCN(CC)CC.CCN(CC)CC.CCN(CC)CC
strongest force on any atom	2.489	eV Å⁻¹

---

# 3
Formula: C6H9N
Source: OMol25
Level of theory: ωB97M-V with the def2-TZVPD basis set

```
16
Properties=species:S:1:pos:R:3
H -1.73 1.42 -0.80
C -1.28 -0.12 0.70
H -2.19 -2.20 -0.30
C -0.44 -1.35 0.91
C 0.07 0.30 -1.28
N 1.27 -0.05 -1.10
H 2.46 1.40 -0.33
H -0.33 1.82 0.21
H 2.84 -0.21 0.30
C -1.53 -1.53 0.25
H -0.43 -0.15 -2.15
C -0.85 0.99 -0.30
H 1.46 0.70 0.97
H 0.50 -1.71 1.31
H -1.84 0.24 1.57
C 2.02 0.47 0.04
```

HOMO energy	-9.2	eV
E	-7854.455	eV
SMILES string	C/N=C\CC1C=C1
strongest force on any atom	0.439	eV Å⁻¹
relative energy (zero: lowest compared OMol25 entry of this formula, charge and spin)	85.42	kcal/mol

---

# 4
Formula: C12H29N5O8Sr
Source: OMol25
Level of theory: ωB97M-V with the def2-TZVPD basis set

```
55
Properties=species:S:1:pos:R:3
N -3.99 -13.19 11.24
N -4.74 -16.46 11.96
H 2.48 -12.79 11.98
H 1.18 -15.25 10.66
H 1.50 -12.86 10.47
O 0.49 -13.10 12.25
H 1.93 -17.47 14.52
H -5.49 -16.84 11.42
H -0.35 -14.55 18.14
H 1.81 -17.25 11.49
O -1.02 -15.53 15.66
H -0.98 -11.70 11.87
O 0.35 -13.82 15.32
H -0.02 -11.43 13.35
H 2.51 -15.01 13.20
O -2.95 -13.55 13.26
C -4.20 -17.07 13.05
C 1.91 -14.77 11.33
H 1.32 -14.28 17.62
C -0.52 -18.42 14.26
H 1.73 -18.78 13.30
H -0.40 -18.22 15.33
H -1.57 -18.35 14.00
C -0.11 -14.74 16.04
C -1.63 -16.29 8.65
O 0.16 -17.43 13.50
C 0.43 -14.88 17.45
H -5.57 -18.58 12.93
N 1.83 -15.49 12.62
C -1.45 -16.00 10.13
C 0.02 -11.78 12.32
H -3.23 -13.76 10.85
C -3.88 -13.09 12.62
C 1.57 -17.72 13.51
H 0.63 -15.91 17.75
O -0.96 -16.88 10.88
H -4.89 -13.14 10.81
O -3.24 -16.59 13.65
H -0.99 -17.10 8.32
H -2.67 -16.63 8.57
N -4.77 -18.25 13.42
H 3.32 -17.03 12.46
C 2.24 -16.88 12.42
H -4.36 -15.57 11.67
O -1.84 -14.89 10.60
H -0.17 -19.44 14.07
H 0.65 -11.10 11.73
C 1.65 -13.29 11.46
H -4.81 -12.14 14.16
H 2.85 -14.93 10.78
H -5.28 -11.64 12.55
N -4.87 -12.31 13.18
H -4.34 -18.69 14.22
Sr -0.91 -15.32 13.06
H -1.51 -15.39 8.05
```

HOMO energy	-7.8	eV
E	-37587.309	eV
strongest force on any atom	2.018	eV Å⁻¹
relative energy (zero: lowest compared OMol25 entry of this formula, charge and spin)	4.29	kcal/mol

---

# 5
Formula: C2H3ClNOP
Source: OMol25
Level of theory: ωB97M-V with the def2-TZVPD basis set

```
9
Properties=species:S:1:pos:R:3
C -0.08 -0.21 -0.01
H 0.87 0.26 0.01
O -0.65 -1.04 2.65
P -1.05 -0.14 1.57
H -0.64 0.28 -0.94
C -1.06 1.61 2.23
H -0.16 -1.33 -0.26
N -1.16 2.68 2.69
Cl -2.99 -0.39 1.05
```

HOMO energy	-11.7	eV
E	-27471.999	eV
SMILES string	C[P@](=O)(Cl)C#N
strongest force on any atom	4.390	eV Å⁻¹
relative energy (zero: lowest compared OMol25 entry of this formula, charge and spin)	4.99	kcal/mol

---

# 6
Formula: C3H5NO2
Source: OMol25
Level of theory: ωB97M-V with the def2-TZVPD basis set

```
11
Properties=species:S:1:pos:R:3
O -0.90 -1.60 -0.50
N -0.43 0.91 -0.53
O -1.99 -0.28 -2.06
H 1.36 1.56 0.28
H -0.23 -0.81 1.47
H 1.45 -0.31 1.93
H 1.13 -0.94 0.31
C 0.53 0.86 0.30
C 0.71 -0.36 1.13
H -0.40 1.61 -1.26
C -1.35 -0.74 -1.18
```

HOMO energy	-10.5	eV
E	-8776.630	eV
SMILES string	[H]/N=C/C.O=C=O
strongest force on any atom	1.139	eV Å⁻¹
relative energy (zero: lowest compared OMol25 entry of this formula, charge and spin)	24.56	kcal/mol

---

# 7
Formula: C2H6OSi
Source: OMol25
Level of theory: ωB97M-V with the def2-TZVPD basis set

```
10
Properties=species:S:1:pos:R:3
H 0.33 -2.32 -0.19
H 2.29 -0.45 1.24
Si 0.29 -0.87 -0.15
H 2.18 1.26 1.11
O 1.62 0.04 -0.74
H -2.03 -0.92 -0.20
C 1.60 0.31 0.78
H -1.68 0.63 0.46
H -1.49 0.31 -1.27
C -1.40 -0.13 -0.27
```

HOMO energy	-8.7	eV
E	-12094.320	eV
SMILES string	C[Si@@H]1CO1
strongest force on any atom	5.048	eV Å⁻¹
relative energy (zero: lowest compared OMol25 entry of this formula, charge and spin)	58.36	kcal/mol

---

# 8
Formula: C26H20Cl6GeN2O2Pt
Source: OMol25
Level of theory: ωB97M-V with the def2-TZVPD basis set

```
58
Properties=species:S:1:pos:R:3
C 2.01 -4.10 -2.13
Cl 0.78 2.70 0.87
H -4.07 -0.53 2.87
C 2.46 2.27 -2.71
C 1.07 -2.52 -0.56
C 1.54 2.10 -1.63
Pt 0.19 0.09 0.47
C -0.61 -2.95 0.97
Cl -3.22 -4.84 4.96
N 2.26 -0.54 -0.05
Cl 2.37 1.12 -3.98
H -4.93 1.49 1.75
H -4.42 -2.28 4.61
C 3.48 4.21 -1.67
O 0.68 1.18 -1.60
H -5.29 2.11 0.14
C -1.75 -2.77 1.85
H 0.09 -4.30 -1.18
C 0.98 -3.69 -1.26
C 3.39 3.30 -2.73
H -3.20 2.44 -2.06
C -2.44 1.88 -1.51
Ge -2.78 1.92 0.40
C -2.48 3.65 1.28
H 1.91 -5.02 -2.68
C -2.54 -1.63 1.87
H -2.48 0.84 -1.84
H 5.23 0.61 -1.09
H -1.61 3.64 1.93
H 3.32 1.13 0.44
C -3.68 -2.42 3.83
C 4.40 -0.08 -1.01
H -2.33 4.44 0.54
C 3.25 -2.10 -1.60
H -1.60 0.51 2.30
C 3.13 -3.33 -2.30
O -2.38 -0.76 0.85
C -4.65 1.42 0.70
H -4.84 0.41 0.34
Cl 4.47 3.44 -4.07
H -3.36 3.91 1.88
C -1.99 -3.78 2.79
C 2.22 -1.70 -0.75
H 3.92 -3.64 -2.98
C -2.94 -3.60 3.77
N 0.05 -2.06 0.33
C 4.36 -1.23 -1.73
C -3.48 -1.44 2.87
C -1.66 0.49 1.21
H 5.16 -1.49 -2.41
C 2.66 4.04 -0.57
H -1.40 -4.69 2.78
H -0.25 -3.98 0.91
Cl 4.62 5.51 -1.72
C 3.32 0.23 -0.16
Cl 2.79 5.09 0.79
H -1.46 2.27 -1.76
C 1.73 3.01 -0.55
```

HOMO energy	-7.4	eV
E	-169258.141	eV
strongest force on any atom	1.220	eV Å⁻¹
relative energy (zero: lowest compared OMol25 entry of this formula, charge and spin)	32.85	kcal/mol

---

# 9
Formula: C3H6OS
Source: OMol25
Level of theory: ωB97M-V with the def2-TZVPD basis set

```
11
Properties=species:S:1:pos:R:3
C -0.17 -0.17 0.40
H -0.23 1.99 0.04
C -0.75 1.07 -0.30
H -1.81 1.19 -0.05
H -0.68 0.99 -1.36
C 1.30 -0.30 0.09
H 1.85 0.65 0.20
S -1.11 -1.66 -0.06
H -0.04 -2.44 -0.22
O 1.88 -1.30 -0.25
H -0.25 -0.02 1.50
```

HOMO energy	-9.3	eV
E	-16090.525	eV
SMILES string	C[C@@H](S)C=O
strongest force on any atom	1.292	eV Å⁻¹
relative energy (zero: lowest compared OMol25 entry of this formula, charge and spin)	10.74	kcal/mol

---

# 10
Formula: C16H10Cl5INOSiTc
Source: OMol25
Level of theory: ωB97M-V with the def2-TZVPD basis set

```
36
Properties=species:S:1:pos:R:3
H -0.31 2.49 4.54
C -1.19 2.33 1.27
Cl -2.74 -4.32 -0.22
C -0.45 0.13 2.12
H -1.89 4.10 0.26
C -0.24 0.68 3.35
C -1.88 2.40 -1.04
H 3.73 -2.54 0.49
C -0.49 2.06 3.56
Tc -0.49 -1.63 -0.11
Cl -3.60 -1.74 -2.17
H 5.01 -0.62 -0.43
C -1.67 3.04 0.16
Cl -1.24 4.54 2.85
C -0.92 0.96 1.09
Cl -3.95 -1.51 1.12
C 2.16 -0.27 -2.24
Cl 1.07 -3.48 -0.11
H -1.78 0.50 -2.07
N -1.12 0.35 -0.13
C 0.01 -1.66 -2.16
H -2.27 2.93 -1.90
H 1.73 0.37 -3.00
C 3.44 -0.02 -1.77
C -0.95 2.86 2.56
H -0.13 -2.68 -2.53
H -0.40 -0.96 -2.88
Si -2.82 -2.30 -0.37
C 3.31 -1.90 -0.28
C -1.60 1.04 -1.15
C 2.05 -2.13 -0.79
C 1.43 -1.37 -1.78
I 0.45 -0.49 4.91
O -0.26 -1.16 1.80
H 3.99 0.83 -2.16
C 4.02 -0.83 -0.79
```

HOMO energy (alpha / beta)	-11.2 / -11.4	eV
net charge	+1
E	-101078.775	eV
strongest force on any atom	0.725	eV Å⁻¹
2S+1	4
relative energy (zero: lowest compared OMol25 entry of this formula, charge and spin)	0.00	kcal/mol

---

# 11
Formula: C26H21IN8PdS2
Source: OMol25
Level of theory: ωB97M-V with the def2-TZVPD basis set

```
59
Properties=species:S:1:pos:R:3
H 1.38 1.33 4.30
H -1.64 -1.11 -5.60
C -3.04 -1.28 -1.15
H 4.05 2.25 -4.20
H 4.70 2.68 2.30
C 6.00 -0.09 -2.87
C -5.49 0.60 4.76
N -0.35 -0.12 0.89
C -1.69 -3.55 -1.38
H -2.27 0.99 -4.39
C -2.52 -0.56 1.78
C 5.87 1.20 -3.66
N -1.23 -2.68 -0.49
H -3.17 -3.99 -2.89
C 1.30 1.09 2.15
C -4.58 0.46 3.72
H -3.47 -1.06 1.64
H -4.92 0.54 2.69
C 3.73 2.21 2.26
H 6.47 2.00 -3.22
H -0.69 1.19 3.98
H 3.70 1.98 0.13
C 3.79 1.12 -2.53
C -0.20 -1.67 -4.11
H -3.59 -0.35 -1.03
C -2.87 0.19 5.37
C -3.24 0.26 4.03
H -6.54 0.77 4.56
N 1.98 1.25 1.00
C -2.81 -3.27 -2.17
N 3.09 2.03 3.41
C 3.18 1.82 1.05
H 5.80 -0.97 -3.48
Pd 1.04 0.49 -0.62
H 6.17 1.07 -4.70
N -3.47 -2.13 -2.07
S 4.71 0.01 -1.59
S 2.24 1.74 -2.18
C -1.17 -0.85 -4.66
I 1.83 -2.49 -2.02
H -3.61 0.27 7.39
N 4.45 1.55 -3.58
C -0.90 0.62 -2.81
H 0.10 -2.59 -4.60
C -0.05 0.51 2.05
C 1.88 1.48 3.35
H -1.85 0.00 5.66
H -1.16 -4.49 -1.48
H -1.13 1.52 -2.25
N 0.04 -0.19 -2.27
C -0.96 0.64 3.09
N -5.14 0.53 6.04
C 0.38 -1.31 -2.91
C -1.56 -0.68 0.78
C -3.86 0.33 6.33
H 6.97 -0.20 -2.39
C -1.92 -1.55 -0.36
C -1.52 0.32 -3.99
C -2.24 0.12 2.96
```

HOMO energy	-13.9	eV
net charge	+2
E	-72462.204	eV
strongest force on any atom	0.326	eV Å⁻¹
relative energy (zero: lowest compared OMol25 entry of this formula, charge and spin)	0.00	kcal/mol

---

# 12
Formula: C4H6O
Source: OMol25
Level of theory: ωB97M-V with the def2-TZVPD basis set

```
11
Properties=species:S:1:pos:R:3
H 1.52 0.56 1.61
H 0.87 1.62 -0.41
C 0.14 0.75 -0.53
C -0.70 0.82 -1.61
O -1.04 -1.24 0.25
H -0.84 -2.11 0.82
C 0.87 -0.37 1.42
H 1.06 -1.18 2.12
H -1.57 0.18 -1.67
H -0.33 1.28 -2.43
C 0.01 -0.31 0.44
```

HOMO energy	-8.6	eV
E	-6290.469	eV
SMILES string	C=CC(=C)O
strongest force on any atom	4.307	eV Å⁻¹
relative energy (zero: lowest compared OMol25 entry of this formula, charge and spin)	33.42	kcal/mol